# 1
The following is a DFT calculation (ωB97M-V with the def2-TZVPD basis set) of a molecular structure, C26H44BrN3OP2Ru at a distorted geometry.

HOMO-LUMO gap (spin up / spin down) = 6.54 / 5.52 eV
net charge = +4
maximum force = 4.33 eV Å⁻¹
energy = -4606.5298 hartree
expectation value of S² = 6.0443
LUMO energy (spin up / spin down) = -13.2301 / -14.3989 eV
HOMO energy (spin up / spin down) = -19.772 / -19.921 eV
2S+1 = 5
ΔE to the lowest compared entry with this formula, charge and spin = 426.2 kJ/mol

XYZ file:
```
78
Properties=species:S:1:pos:R:3:forces:R:3:lowdin_charge:R:1
Ru -2.08965 0.16433 -0.42272 -0.3049 1.0778 3.1612 1.06
Br 3.50727 4.01534 0.54514 -0.5604 0.0826 -0.0229 1.01
P 3.83693 -0.87943 0.53664 0.0858 2.5126 0.2581 1.23
P -1.31407 -1.86181 -0.46777 0.0789 -2.3874 -0.9464 0.87
O -0.56528 0.29699 2.60105 -0.1989 0.0810 0.0504 -0.07
N 0.33473 1.44347 4.37036 -0.3464 -0.1981 -0.5383 0.19
N -6.09686 3.33042 -3.50969 2.7560 -1.9572 2.6991 0.32
N -0.42883 -0.70712 4.66783 -0.3212 0.3986 -0.8129 0.18
C 2.72240 -0.77492 1.95935 -0.5268 -1.0010 -0.3712 -0.37
C -4.26681 1.80784 -3.14656 -0.6764 1.0188 0.0461 0.03
C 1.96163 3.07602 0.11464 -0.5440 -0.1002 -0.3340 -0.62
C -5.10677 3.19436 -1.33836 0.6682 -0.3932 -0.8920 0.05
C 6.23365 0.47893 0.35415 0.4957 0.2490 -0.1170 -0.11
C -0.61434 -2.46954 1.09006 0.3538 0.4915 0.4349 -0.36
C 4.06088 -1.64388 -2.09796 0.0844 -0.2820 -0.2583 -0.11
C -6.06065 3.69714 -2.22815 -1.4144 1.2738 0.2025 0.01
C -2.90546 2.03843 -1.00945 -0.1336 1.2137 -1.1041 -0.17
C -4.08936 -1.49836 -0.13530 0.0196 -0.7038 0.3484 -0.10
C -5.29028 2.36539 -3.94365 -0.2643 -0.3310 -1.8515 0.00
C -0.34103 2.37849 0.64142 0.8918 0.7145 -0.3962 0.00
C -0.43862 1.77108 -0.65969 0.6001 -1.2213 -0.0676 -0.28
C -1.60756 1.66940 -1.54896 -1.0639 3.1893 -0.3805 -0.26
C -3.02409 -2.48456 -0.64590 0.6571 -1.1897 -0.6963 -0.32
C 0.80163 1.57070 -1.35897 0.2979 0.5509 -0.5167 0.00
C 0.84744 3.03646 0.98861 -0.9093 -0.3356 -0.0012 -0.06
C -0.27268 0.35338 3.80706 0.3250 -0.0923 0.8748 -0.62
C -4.11542 2.31356 -1.84264 0.2218 0.1160 -0.1070 -0.18
C 4.77230 0.68887 0.76178 0.7390 -0.6443 0.3447 -0.37
C 1.92314 2.34128 -1.09737 -0.6009 -0.5197 0.2000 -0.09
C -0.94552 -2.30026 -3.27062 -0.0380 -0.0699 -0.1334 -0.11
C 3.21478 -0.76304 -1.16914 -0.2152 -0.6788 0.0053 -0.37
C -0.26415 -2.21708 -1.90534 0.4144 -0.1483 0.0913 -0.36
C 3.47909 -1.29685 3.18842 0.3289 -0.1092 0.4258 -0.11
C -1.18473 -3.76563 1.65796 -0.0493 -0.3140 -0.0176 -0.10
H -3.59547 1.05932 -3.59025 -0.5068 0.4462 0.0993 0.13
H 6.33213 0.14290 -0.68475 -0.0641 0.0779 0.1638 0.07
H -1.78934 -2.99875 -3.28620 0.2652 0.0974 -0.0511 0.08
H -4.44987 -1.86930 0.82924 0.1666 0.6394 0.0754 0.11
H -0.60162 -4.02740 2.54790 -0.0996 0.0147 -0.1614 0.10
H 4.27516 1.47885 0.18098 0.0703 -0.4895 -0.1154 0.01
H -1.29893 -1.31073 -3.58589 -0.0235 -0.1755 -0.0108 0.07
H 3.24302 0.28982 -1.46302 0.1564 -0.2407 0.1795 0.06
H 5.08920 -1.27340 -2.19724 -0.2985 -0.0571 0.0678 0.08
H 2.79671 -1.77896 3.89349 0.0659 0.1532 -0.1253 0.09
H -5.42677 2.04606 -4.98628 0.0436 0.0502 0.3503 0.17
H 0.31991 -3.11834 -1.67099 -0.1196 0.0947 -0.1394 0.11
H 4.23771 -2.04380 2.91382 -0.2046 0.1464 0.1878 0.08
H -1.10277 -4.60566 0.95663 -0.1116 0.1579 0.1852 0.10
H -2.22548 -3.64856 1.98491 0.2205 -0.0823 -0.1279 0.09
H -1.16956 2.27257 1.33489 0.1327 0.5824 0.0282 0.11
H -0.38865 -0.50631 5.65434 -0.0375 -0.2219 0.1087 0.12
H 3.98608 -0.48081 3.71284 -0.0499 -0.1956 -0.0945 0.09
H 0.25572 2.31420 3.85982 0.1177 -0.2596 0.3388 0.10
H 0.46683 -2.55585 0.89921 -0.2809 -0.0193 0.0126 0.08
H 2.75154 2.40456 -1.79947 -0.0415 -0.2410 0.2271 0.13
H -2.89173 2.69561 -0.11615 -0.0401 -0.8376 -0.1603 0.13
H 6.72182 -0.26880 0.99163 -0.1378 0.2045 -0.1138 0.09
H 0.89595 3.59828 1.91652 0.0644 -0.2204 -0.0287 0.12
H 0.41722 1.49454 5.37698 0.0246 0.2103 -0.1847 0.12
H 0.75856 0.84070 -2.17326 0.2365 0.6980 -0.1845 0.13
H -3.21220 -2.76911 -1.69881 0.1094 0.0142 0.6077 0.10
H -2.97951 -3.39825 -0.03050 -0.6622 0.1031 -0.4614 0.09
H -0.20707 -2.64338 -4.00960 -0.3113 0.1238 0.1866 0.10
H -1.12886 -1.38516 4.38979 0.2587 0.0856 0.1944 0.12
H 3.62177 -1.67127 -3.09859 0.0838 0.0330 0.1123 0.09
H 4.68834 0.99936 1.81528 0.1256 -0.2887 -0.2442 0.10
H -3.81406 -0.41457 -0.01558 -0.4360 0.0694 0.3696 0.02
H 1.81626 -1.35644 1.76239 0.1226 0.2202 0.1731 0.05
H -1.47818 1.65892 -2.63659 0.1905 -0.4893 0.3064 0.14
H 2.16467 -1.07958 -1.13960 0.2477 -0.0579 -0.0838 0.04
H -0.74802 -1.63529 1.80568 0.2224 -0.3041 -0.2282 0.04
H 4.10921 -2.67248 -1.72250 0.0085 0.1692 -0.1503 0.09
H -6.78717 4.44976 -1.90387 0.1246 -0.1875 -0.0395 0.17
H 6.80180 1.40945 0.44181 -0.0970 -0.1355 0.0167 0.10
H -5.06252 3.53288 -0.29528 -0.2970 0.0929 -0.6248 0.15
H -4.96600 -1.46775 -0.77782 0.1137 0.0999 -0.2198 0.11
H 2.47166 0.28450 2.04550 -0.1819 0.0064 -0.0488 0.08
H 0.42876 -1.36174 -1.91763 -0.0212 -0.3805 0.0297 0.03
```
Forces are in eV/Å.

=====

# 2
The following is a DFT calculation (ωB97M-V with the def2-TZVPD basis set) of 5 unconnected molecules or ions with the total composition C26H44Cl8FIO2Si at a distorted geometry.

HOMO-LUMO gap = 8.00 eV
maximum force = 8.76 eV Å⁻¹
energy = -5535.7290 hartree
SMILES = CCCCC[Si@](F)(COc1cc(C)ccc1C(C)C)CC(=O)I.ClCCCl.ClCCCl.ClCCCl.ClCCCl
LUMO energy = -0.1798 eV
HOMO energy = -8.176 eV
2S+1 = 1

XYZ file:
```
83
Properties=species:S:1:pos:R:3:forces:R:3:lowdin_charge:R:1
I 4.22849 -3.15584 -0.01200 -1.2604 0.3041 -0.7783 0.78
Cl -2.02248 1.94143 3.80143 -0.1417 -0.0287 0.0482 0.54
Cl -4.39000 1.56977 -1.01864 -0.2729 -0.2192 0.0873 0.58
Cl -7.46841 -0.35930 -2.57913 -0.7635 -0.1439 0.1765 0.64
Cl -1.04403 5.00779 2.64690 -0.0384 -0.0007 0.0116 0.53
Cl 10.71739 -5.46734 -0.59362 -0.0010 -0.0156 0.0401 0.53
Cl -3.11717 -0.37543 -3.52642 0.1200 -0.0385 0.0548 0.54
Cl 8.29674 -4.09760 1.39564 -0.0088 0.0063 0.0297 0.52
Cl -9.29718 -3.21371 -3.02730 0.0414 0.0271 -0.0171 0.54
Si 0.36676 -1.48770 0.20627 2.0709 0.5932 1.0564 0.66
F 1.81926 -0.95790 1.11708 -2.9510 -1.0990 -1.6821 -0.28
O 3.01041 -2.08367 -2.62674 -2.2103 -3.2143 7.8465 -0.15
O 0.13040 1.36043 0.06418 -0.5742 1.5885 -2.8301 -0.26
C -0.91494 -2.44896 1.27418 0.1850 -1.3383 0.6129 -0.27
C -2.94751 5.26831 -2.69047 -0.2267 0.2399 0.9309 -0.13
C 0.48598 -2.33920 3.63954 0.3325 1.2212 -0.2500 -0.25
C 3.23030 2.89680 0.48482 -0.6919 -0.1530 -0.1478 -0.09
C -0.13483 5.12730 -2.93085 0.4944 -3.1451 2.5777 -0.04
C 2.97733 2.66028 -1.14467 -0.2369 0.2230 0.4156 -0.35
C 1.30707 4.45277 -2.52080 -3.2082 -1.1250 1.3151 -0.02
C -0.47471 2.34954 3.02064 0.3708 0.1771 -0.2392 -0.67
C -1.39991 3.22267 -1.27575 2.1805 1.7415 -1.2902 0.04
C -8.40803 -2.72858 -1.56243 0.1186 0.0724 0.2256 -0.66
C -0.93132 -2.05576 2.86617 -0.9210 -0.5313 0.1113 -0.24
C -1.53177 4.53144 -2.28661 3.9923 -1.2892 0.3947 -0.18
C 2.63710 -2.58610 -1.43378 0.0988 2.7365 -7.2654 -0.72
C 0.06381 2.53046 -0.85803 0.0716 2.9143 -2.3272 -0.10
C -8.42732 -1.22265 -1.35121 -0.2693 -0.2052 0.3411 -0.62
C 0.34657 -2.77228 5.21447 1.5083 0.3557 -0.6782 -0.25
C -0.00722 3.75359 3.37126 0.1736 -0.2571 0.1433 -0.66
C 1.84014 -3.38509 5.65114 -0.9334 0.0500 0.1345 -0.14
C 9.00810 -5.19741 -1.01571 -0.2867 0.0740 -0.0957 -0.67
C 3.30950 1.11724 -1.58910 0.7140 0.0308 0.6161 -0.10
C 1.03338 -2.76325 -1.13083 0.7323 -0.9493 0.1626 -0.23
C 8.44984 -3.93798 -0.37152 -0.0054 0.0109 -0.3671 -0.67
C -0.33845 0.13000 -0.61883 -0.3363 0.4379 -1.2993 -0.23
C 1.45013 3.16317 -1.46641 -2.9866 1.5684 -1.6587 -0.06
C -4.59246 1.81183 -2.77167 -0.0580 0.0064 -0.4506 -0.64
C -4.67116 0.49457 -3.52762 -0.1543 0.1797 -0.0337 -0.71
H 2.38778 3.62747 0.87033 1.7623 -1.4448 -0.7208 0.07
H -9.44673 -0.82528 -1.37496 0.2248 -0.1299 -0.1094 0.07
H -4.92792 0.68218 -4.57466 0.0965 0.0778 0.1579 0.08
H 2.42260 -3.77894 4.71549 -1.1074 0.8171 1.7868 0.07
H -2.42830 2.81876 -0.83462 2.7922 0.8585 -0.9175 0.02
H 2.31148 4.90141 -2.98357 -2.4936 -1.1309 1.1771 0.09
H 1.17632 -3.10357 3.04031 -1.7068 1.4504 1.2689 0.11
H -1.50658 0.07024 -0.58444 1.9655 0.2378 -0.2463 0.09
H 7.44659 -3.73616 -0.75907 0.1510 -0.1144 0.0266 0.03
H -5.43229 -0.16817 -3.10434 0.8312 0.2956 -0.1717 -0.07
H -0.59497 2.22284 1.94027 -0.0072 0.0923 0.3396 0.04
H -1.95941 -2.37649 0.73779 1.8574 0.0383 1.2149 0.10
H 1.62156 -4.30317 6.35008 0.8310 1.9367 -1.0993 0.07
H 9.07712 -3.06603 -0.58117 -0.0557 -0.2558 0.1015 0.07
H -7.38585 -3.11123 -1.64267 -0.2109 0.1552 -0.0634 0.07
H 0.20200 -1.78141 5.84895 -0.1784 -2.2947 -1.2621 0.11
H 8.44103 -6.08599 -0.72159 0.1492 0.2286 0.0442 0.07
H 0.25869 1.61613 3.36943 -0.0650 0.1549 -0.0138 0.07
H 1.08346 -1.30722 3.62735 -1.0801 -2.3085 -0.0326 0.12
H 2.70586 0.35594 -0.93639 1.0048 1.5103 -1.2861 0.05
H 2.45721 -2.52425 6.17754 -1.1717 -2.0832 -1.0034 0.08
H 0.36890 -2.64811 -2.10106 1.7956 -0.2541 1.7053 0.11
H 3.10662 1.86304 1.06748 0.4518 2.3029 -1.2590 0.09
H -0.48955 -3.57302 5.38587 1.5186 1.6880 -0.3074 0.10
H -2.82389 6.42245 -2.95730 0.1690 -2.6137 0.6000 0.09
H 3.76052 3.35640 -1.70766 -2.0368 -1.3223 1.0042 0.13
H 0.85226 -3.84160 -0.66975 0.5037 2.2116 -0.9876 0.09
H 0.01325 3.91309 4.45375 -0.1117 -0.0383 -0.2281 0.07
H 8.96146 -5.10956 -2.10520 0.0011 0.0843 0.1902 0.07
H 4.26340 3.41444 0.67244 -1.9070 -1.2518 -0.2772 0.08
H -0.15411 6.04727 -3.68606 0.0185 -2.2489 1.8814 0.09
H -1.74202 -2.76740 3.37641 1.5721 1.7047 -1.0785 0.12
H 3.17359 0.88620 -2.72839 0.0755 0.6102 2.2225 0.09
H -3.68186 5.25641 -1.74956 1.6176 -0.1613 -2.0691 0.09
H -7.98970 -0.97814 -0.37880 0.0015 -0.0889 -0.1801 0.08
H -8.89278 -3.22813 -0.71810 0.0419 0.1809 -0.1198 0.07
H -3.50674 4.78632 -3.59956 1.2415 0.6782 1.7347 0.07
H -0.61229 -3.60252 1.22183 -0.6136 2.3892 0.0276 0.09
H 0.01355 0.20102 -1.75497 -0.8536 -0.3191 2.3041 0.13
H 1.00313 3.91629 2.98447 -0.1777 -0.1189 -0.0199 0.06
H -5.52066 2.37461 -2.90810 0.0848 -0.1755 0.0389 0.07
H 4.45709 0.93271 -1.32725 -2.4210 0.3569 -0.5730 0.10
H -3.76355 2.43169 -3.12710 -0.0373 -0.2009 0.1527 0.05
H -1.29606 -0.93416 2.95299 0.8084 -2.3102 0.1255 0.09
```
Forces are in eV/Å.

=====

# 3
The following is a DFT calculation (ωB97M-V with the def2-TZVPD basis set) of 12 unconnected molecules or ions with the total composition C26H44ClN12OP at a distorted geometry.

HOMO-LUMO gap = 6.52 eV
maximum force = 17.18 eV Å⁻¹
energy = -2550.3032 hartree
LUMO energy = 0.1679 eV
HOMO energy = -6.357 eV
2S+1 = 1

XYZ file:
```
85
Properties=species:S:1:pos:R:3:forces:R:3:lowdin_charge:R:1
Cl -0.98789 -4.73560 -3.81034 -0.4961 -0.4199 -0.2730 0.10
P 0.74055 -3.55607 -3.37693 0.8412 1.9454 1.1911 0.48
O 2.06374 -2.52553 -2.90229 0.6853 -1.3111 -1.7893 -0.53
N -0.67380 2.22618 1.80517 6.8781 2.7388 6.7748 0.10
N -3.23625 5.42084 1.73573 12.7753 7.0373 9.0846 0.05
N -6.36346 -0.79020 3.09650 -7.6640 -0.1437 -6.5489 0.08
N 3.57889 1.53277 1.04435 -6.5044 -5.5231 -5.1523 0.08
N 8.67973 3.59378 -0.71009 -0.0896 -9.4936 3.4956 0.10
N -5.77380 1.07672 -1.07380 6.7277 2.6845 6.7259 0.06
N -1.13176 -10.30491 -4.07957 -4.2576 9.0366 -1.3676 0.07
N 5.39933 2.04285 -3.62288 -0.1855 5.5693 8.3576 0.07
N -4.36101 4.88452 0.77767 -9.3776 -3.6388 -9.5996 -0.09
N -0.32027 2.61873 6.34585 -0.1539 -9.4058 3.5833 0.09
N -3.44446 0.48806 6.70749 -4.3449 9.1120 -1.3325 0.10
N 5.16618 -5.64668 -6.01149 -6.5123 -5.7019 -5.4454 0.09
C 8.66977 2.40956 -0.27690 0.1196 7.8086 -2.8613 -0.20
C -1.33864 6.18230 3.62075 -0.9316 -0.6259 -0.4149 -0.06
C 5.35306 3.59582 -1.31634 -0.0735 -0.6583 -0.9999 -0.10
C 1.76639 -0.01084 -0.39306 0.8396 0.6954 0.5811 -0.07
C 8.65761 0.98214 0.24533 0.0127 1.1561 -0.4256 -0.07
C 2.75704 0.83280 0.39263 5.2974 4.5873 4.2656 -0.19
C -4.62595 2.97772 6.33379 0.5191 -1.1303 0.1344 -0.07
C -7.32179 -0.81142 2.27719 6.3357 0.1642 5.3696 -0.21
C -4.91339 1.42206 -0.21907 -5.5829 -2.1843 -5.4328 -0.21
C 1.22380 2.98763 3.69019 -0.6597 -0.4327 -0.9373 -0.09
C -8.47689 -0.83709 1.28950 0.9440 0.0236 0.7719 -0.08
C -2.37584 5.76618 2.59046 -4.5809 -1.9216 -4.5067 -0.02
C 3.92359 -4.34476 -3.26881 0.5566 0.0534 -1.5507 -0.13
C 3.30750 -2.84714 -3.61930 2.0251 0.6346 0.6621 -0.33
C 3.35369 -7.19028 -7.44890 0.8097 0.6751 0.6559 -0.07
C 5.37828 2.74701 -2.57701 0.1514 -4.6150 -6.8374 -0.22
C 0.18661 2.57151 2.65990 -5.5729 -2.2624 -5.5722 -0.19
C 4.34433 -6.34664 -6.66320 5.4270 4.5868 4.2377 -0.18
C -4.71942 5.11135 -0.40985 1.3578 -0.9123 4.3350 -0.12
C -5.15130 5.38476 -1.84134 1.0154 0.5951 1.3225 -0.10
C -3.98020 1.61694 6.53798 3.5731 -7.4977 1.1170 -0.18
C -2.31325 -7.81525 -4.45327 0.5534 -1.2003 0.1458 -0.11
C -3.87620 1.83818 0.81122 -0.8031 -0.5608 -0.8168 -0.10
C -1.66750 -9.17603 -4.24909 3.4951 -7.4585 1.1094 -0.21
C -0.33023 1.43452 6.77904 -0.0351 7.6937 -2.7821 -0.19
C -0.34239 0.00709 7.30127 0.0737 1.0674 -0.4806 -0.09
H -0.33311 6.04865 3.21243 -0.2578 -0.0245 -0.0982 0.07
H 0.77195 -4.16792 -2.04246 -0.1447 0.4600 -1.4275 0.03
H -0.09786 -2.37658 -3.62895 0.8866 -1.2086 0.3551 0.02
H -4.01579 2.88971 1.07694 -0.1294 -0.1782 -0.2015 0.02
H 8.50358 0.98247 1.32787 0.0158 0.1240 -0.1939 0.08
H 2.50807 -6.57381 -7.76594 0.1990 -0.0118 0.1042 0.08
H -1.57592 -7.02445 -4.28993 -0.1229 -0.3398 -0.0157 -0.04
H 1.08421 4.03916 3.95592 -0.0939 -0.2248 -0.0420 0.06
H 0.61080 -0.47986 7.07734 -0.0724 0.2298 0.0007 0.07
H 0.92077 0.60563 -0.71010 0.1887 0.0243 0.1681 0.08
H -2.70077 -7.73577 -5.47275 0.0927 -0.1319 0.1515 0.08
H 9.61080 0.49519 0.02140 -0.1350 0.1924 -0.0222 0.08
H -5.45085 3.10864 7.03950 0.1654 -0.1445 -0.0816 0.08
H -8.14972 -0.44435 0.32289 0.1200 -0.0131 0.2028 0.06
H 4.31119 -4.77290 -4.31330 -0.7965 0.8663 2.5665 0.02
H -3.13814 -7.68434 -3.74756 0.1692 -0.1191 -0.0725 0.08
H -4.83720 4.56171 -2.48913 -0.0358 0.0257 0.2781 0.07
H 5.99384 3.14750 -0.55212 -0.1378 0.0610 -0.2539 0.04
H -9.30059 -0.22256 1.66324 0.2149 -0.0839 0.0377 0.07
H 3.25255 -2.64107 -4.79263 -0.2679 -0.6520 2.4556 0.12
H 2.25317 -0.42992 -1.27800 0.0169 0.0634 0.1577 0.06
H 4.12537 -2.07337 -3.22165 -1.9406 -1.5427 -0.9322 0.13
H -3.97904 1.22663 1.71180 -0.0786 -0.0782 -0.2261 0.07
H 1.39640 -0.82909 0.23095 0.1373 0.1975 -0.0107 0.08
H 2.98370 -8.00853 -6.82489 0.1318 0.1787 -0.0166 0.08
H -0.49642 0.00742 8.38381 -0.0105 0.1419 -0.2054 0.08
H 2.22934 2.85399 3.28186 -0.2099 -0.0247 -0.1793 0.06
H 1.43470 -4.10000 -4.51596 -0.5081 0.2482 0.8160 0.01
H -1.15035 -0.55659 6.82675 0.0557 0.3075 0.0459 0.05
H -1.47824 7.23383 3.88648 -0.0982 -0.1771 -0.1644 0.08
H -6.23947 5.48122 -1.89039 0.1823 -0.1376 0.1356 0.07
H 3.12620 -5.10913 -2.88128 1.5680 1.5679 -0.4425 0.06
H 4.33166 3.66097 -0.93122 0.1340 -0.1403 -0.1486 0.06
H -8.83033 -1.86320 1.15583 0.1463 0.1385 0.1156 0.07
H 5.71495 4.60356 -1.53814 0.0331 -0.2431 -0.0767 0.07
H -2.87066 1.70453 0.40289 -0.2226 -0.0147 0.0184 0.04
H 4.88446 -4.26506 -2.57282 -2.4108 -0.2275 -1.2679 0.09
H 7.84965 0.41846 -0.22918 0.0995 0.1996 0.0081 0.08
H -4.69516 6.31244 -2.19767 -0.0966 -0.0451 -0.2734 0.05
H -5.01347 3.05720 5.31432 0.1060 -0.1456 0.1409 0.08
H -3.88863 3.76852 6.49714 -0.0101 -0.2456 0.0024 0.07
H 1.12096 2.37609 4.59078 -0.1210 0.1884 -0.2996 0.03
H -1.44149 5.57075 4.52134 0.0326 0.0390 -0.0935 0.07
H 3.84046 -7.60937 -8.33384 0.0165 0.1332 0.1915 0.08
```
Forces are in eV/Å.

=====

> What is the formula in the second record?

C26H44Cl8FIO2Si

=====

> Which of these has the highest energy?

C26H44ClN12OP

=====

> Which value of energy does entry 2 give?

-5535.7290 hartree

=====

> energy of number 2 (C26H44Cl8FIO2Si)?

-5535.7290 hartree